DFT (ωB97M-V with the def2-TZVPD basis set) results for C12H29EuN4O7P as an isolated structure.

```
! wB97M-V def2-TZVPD RIJCOSX def2/J DEFGRID3
* xyz 1 7
Eu 0.402 -0.055 0.049
P 0.361 -0.234 3.864
O 1.758 3.053 -0.852
O -2.655 0.921 1.490
O 0.404 -1.372 -3.322
O -1.703 -2.326 0.519
O 1.847 0.721 -3.607
O 2.546 -1.093 -0.976
O 0.773 -0.615 2.441
N 0.570 2.444 -0.407
N 1.918 -1.914 -0.259
N -0.456 -2.320 0.277
N -1.437 1.393 0.906
C -1.436 -0.416 4.030
C -0.621 -4.655 -0.579
C 1.404 -3.069 -0.824
C 0.602 1.568 3.906
C -1.197 2.680 1.174
C -1.950 3.470 2.198
C 2.127 -3.761 -1.894
C 1.053 -0.985 5.364
C -0.108 3.273 0.395
C -1.657 0.190 -2.128
C 0.128 -3.402 -0.327
C 0.447 4.614 0.730
H -1.810 1.297 -2.071
H -1.735 -0.468 5.082
H 1.401 1.809 3.188
H -2.430 -0.479 -1.677
H -1.256 4.091 2.777
H 1.025 -2.075 5.263
H 0.976 4.570 1.700
H -0.319 5.394 0.799
H -0.318 2.081 3.576
H -2.495 2.791 2.865
H 2.082 -0.652 5.546
H -0.190 -1.860 -3.959
H -0.935 -0.266 -2.834
H 0.960 1.093 -3.625
H 3.195 -3.808 -1.681
H 0.522 -0.787 6.302
H -0.018 -5.334 -1.177
H 1.654 -0.247 -3.784
H 1.777 -4.775 -2.064
H 2.233 2.378 -1.372
H 1.189 4.868 -0.027
H 0.939 1.916 4.891
H -2.807 0.015 1.125
H -0.866 -5.150 0.364
H 1.995 -3.221 -2.836
H -2.663 4.156 1.721
H -1.716 -1.374 3.581
H -1.944 0.401 3.490
H -1.566 -4.474 -1.099
*
```

Output
* HOMO energy (alpha / beta): -10.114 / -10.072 eV
* LUMO (alpha / beta): -0.1789 / -0.1802 Ha

For each atom in turn, the Mulliken charge in e is: atom 1 (Eu): 1.1012, atom 2 (P): 0.9379, atom 3 (O): -0.4448, atom 4 (O): -0.5251, atom 5 (O): -0.8614, atom 6 (O): -0.6470, atom 7 (O): -0.6826, atom 8 (O): -0.5434, atom 9 (O): -0.5162, atom 10 (N): 0.1970, atom 11 (N): 0.1501, atom 12 (N): 0.7301, atom 13 (N): 0.4235, atom 14 (C): -0.9730, atom 15 (C): -1.3762, atom 16 (C): 0.9203, atom 17 (C): -0.8854, atom 18 (C): 0.2385, atom 19 (C): -1.4248, atom 20 (C): -1.4409, atom 21 (C): -1.2127, atom 22 (C): 0.3602, atom 23 (C): -0.8059, atom 24 (C): 0.0966, atom 25 (C): -1.4990, atom 26 (H): 0.3793, atom 27 (H): 0.4124, atom 28 (H): 0.2841, atom 29 (H): 0.4346, atom 30 (H): 0.4326, atom 31 (H): 0.3693, atom 32 (H): 0.3411, atom 33 (H): 0.4104, atom 34 (H): 0.0163, atom 35 (H): 0.4390, atom 36 (H): 0.3704, atom 37 (H): 0.0816, atom 38 (H): 0.1704, atom 39 (H): 0.2644, atom 40 (H): 0.3609, atom 41 (H): 0.4102, atom 42 (H): 0.3217, atom 43 (H): 0.3816, atom 44 (H): 0.4433, atom 45 (H): 0.3630, atom 46 (H): 0.4264, atom 47 (H): 0.4589, atom 48 (H): 0.3580, atom 49 (H): 0.3540, atom 50 (H): 0.2177, atom 51 (H): 0.3349, atom 52 (H): 0.3254, atom 53 (H): 0.2075, atom 54 (H): 0.3131


DFT (ωB97M-V with the def2-TZVPD basis set) results for C12H29FeNO2S2 as an isolated structure.

```
! wB97M-V def2-TZVPD RIJCOSX def2/J DEFGRID3
* xyz 3 6
Fe -0.744 0.289 -0.617
S 1.861 -0.327 -1.065
S -1.603 -0.677 1.608
O 1.305 1.199 1.971
O -0.235 2.067 -0.107
N -0.761 -1.955 -1.200
C -2.741 1.445 -2.898
C -2.575 2.667 -2.361
C 1.461 -1.637 -2.255
C 0.513 -2.641 -1.620
C 2.960 -1.225 0.054
C 1.275 2.611 1.764
C 0.102 2.557 -1.421
C -2.436 -2.006 0.669
C -0.628 -1.718 2.756
C -1.462 -2.811 -0.190
C 2.020 0.778 3.123
C -0.012 2.971 1.031
H -0.293 1.851 -2.176
H 0.991 -3.094 -0.741
H -3.193 -1.519 0.031
H 0.302 -3.448 -2.345
H -2.125 1.124 -3.756
H 1.342 0.685 3.983
H -0.368 3.532 -1.567
H 2.468 -2.106 0.495
H 0.102 -2.343 2.219
H -2.907 -2.661 1.422
H 3.255 -0.527 0.851
H -0.079 -1.055 3.447
H 2.153 2.946 1.170
H 3.869 -1.539 -0.487
H 1.183 2.659 -1.514
H -2.027 -3.600 -0.714
H -0.026 4.024 0.664
H 2.881 1.421 3.394
H -0.708 -3.298 0.452
H -1.312 -2.361 3.338
H 2.401 -0.220 2.903
H -3.222 3.075 -1.566
H -3.593 0.807 -2.621
H -0.906 2.818 1.667
H 2.407 -2.123 -2.534
H -1.829 3.373 -2.782
H 0.996 -1.169 -3.135
H 1.290 3.182 2.705
H -1.350 -2.021 -2.045
*
```

Output
* HOMO energy (alpha / beta): -19.256 / -19.247 eV
* ΔE to the lowest compared entry with this formula, charge and spin: 0.0000 eV
* LUMO (alpha / beta): -0.3774 / -0.5248 Ha

For each atom in turn, the Mulliken charge in e is: atom 1 (Fe): 0.6811, atom 2 (S): 0.2508, atom 3 (S): 0.0627, atom 4 (O): -0.0457, atom 5 (O): 0.1529, atom 6 (N): -0.0046, atom 7 (C): -0.8823, atom 8 (C): -0.3556, atom 9 (C): -0.6738, atom 10 (C): -0.6436, atom 11 (C): -0.8307, atom 12 (C): -0.6221, atom 13 (C): -0.8361, atom 14 (C): -0.8007, atom 15 (C): -0.6805, atom 16 (C): -0.5776, atom 17 (C): -1.0892, atom 18 (C): -0.6744, atom 19 (H): 0.3307, atom 20 (H): 0.3124, atom 21 (H): 0.3733, atom 22 (H): 0.3900, atom 23 (H): 0.3963, atom 24 (H): 0.3607, atom 25 (H): 0.3540, atom 26 (H): 0.2792, atom 27 (H): 0.1904, atom 28 (H): 0.5441, atom 29 (H): 0.2553, atom 30 (H): 0.2235, atom 31 (H): 0.3021, atom 32 (H): 0.4702, atom 33 (H): 0.3516, atom 34 (H): 0.3840, atom 35 (H): 0.3574, atom 36 (H): 0.4102, atom 37 (H): 0.3709, atom 38 (H): 0.4428, atom 39 (H): 0.3247, atom 40 (H): 0.3045, atom 41 (H): 0.4045, atom 42 (H): 0.3588, atom 43 (H): 0.5006, atom 44 (H): 0.3718, atom 45 (H): 0.3747, atom 46 (H): 0.5298, atom 47 (H): 0.3008


DFT (ωB97M-V with the def2-TZVPD basis set) results for C12H29MnN4O7P as an isolated structure.

```
! wB97M-V def2-TZVPD RIJCOSX def2/J DEFGRID3
* xyz 1 5
Mn -0.561 0.253 -0.240
P 1.834 -0.845 1.751
O -2.031 -0.412 2.285
O -0.695 0.612 -5.367
O -0.455 -1.604 -2.551
O -2.663 1.359 -0.603
O 1.088 -0.676 0.430
O -1.033 2.020 1.950
O 1.176 0.685 -2.298
N -0.370 1.878 0.837
N 0.705 1.267 -1.262
N -1.813 -0.741 0.962
N -0.945 -1.332 -1.298
C -1.521 -3.745 -1.175
C 1.124 0.086 3.131
C 0.619 2.760 0.506
C -1.485 -2.371 -0.636
C 1.242 2.406 -0.715
C 1.728 -2.599 2.067
C 2.374 3.097 -1.369
C 0.986 3.877 1.409
C -1.635 1.094 -4.382
C -2.681 -3.009 1.526
C -2.016 -2.031 0.639
C 3.470 -0.242 1.352
H 3.253 2.443 -1.402
H -1.045 1.759 -3.732
H -1.208 0.252 -6.106
H -0.740 -3.889 -1.920
H 0.091 -0.254 3.312
H 0.109 -0.800 -2.738
H 4.159 -0.382 2.195
H -1.977 -3.651 2.070
H 2.103 -3.094 1.160
H -2.394 2.050 0.033
H -1.391 -4.486 -0.384
H 2.108 3.349 -2.401
H 3.383 0.819 1.073
H 1.748 -0.098 4.022
H -2.490 -3.944 -1.640
H 2.633 4.012 -0.831
H 1.107 1.165 2.902
H -2.493 1.659 -4.809
H -2.980 0.659 0.010
H -1.788 0.576 2.291
H 0.144 4.569 1.521
H 3.785 -0.807 0.462
H 0.668 -2.863 2.201
H -3.300 -3.678 0.923
H -2.022 0.255 -3.770
H -3.320 -2.503 2.251
H 2.318 -2.870 2.951
H 1.828 4.427 0.993
H 1.269 3.538 2.414
*
```

Output
* HOMO energy (alpha / beta): -10.472 / -10.600 eV
* ΔE to the lowest compared entry with this formula, charge and spin: 0.0500 eV
* LUMO (alpha / beta): -0.1623 / -0.1754 Ha

For each atom in turn, the Mulliken charge in e is: atom 1 (Mn): -0.7815, atom 2 (P): 0.9822, atom 3 (O): -0.5726, atom 4 (O): -0.5173, atom 5 (O): -0.5175, atom 6 (O): -0.5433, atom 7 (O): -0.5557, atom 8 (O): -0.8210, atom 9 (O): -0.8704, atom 10 (N): 1.0910, atom 11 (N): 1.2204, atom 12 (N): 0.3315, atom 13 (N): 0.6584, atom 14 (C): -1.7231, atom 15 (C): -0.7602, atom 16 (C): 0.2923, atom 17 (C): 0.7364, atom 18 (C): 0.1859, atom 19 (C): -1.0258, atom 20 (C): -1.5340, atom 21 (C): -1.4389, atom 22 (C): -0.2250, atom 23 (C): -1.5463, atom 24 (C): 0.3718, atom 25 (C): -1.1153, atom 26 (H): 0.2909, atom 27 (H): 0.0109, atom 28 (H): 0.2887, atom 29 (H): 0.4354, atom 30 (H): 0.2506, atom 31 (H): 0.5070, atom 32 (H): 0.4319, atom 33 (H): 0.2961, atom 34 (H): 0.3225, atom 35 (H): 0.4054, atom 36 (H): 0.4526, atom 37 (H): 0.3567, atom 38 (H): 0.2397, atom 39 (H): 0.5078, atom 40 (H): 0.3639, atom 41 (H): 0.4224, atom 42 (H): 0.0654, atom 43 (H): 0.3801, atom 44 (H): 0.3641, atom 45 (H): 0.4203, atom 46 (H): 0.3205, atom 47 (H): 0.3356, atom 48 (H): 0.1608, atom 49 (H): 0.4596, atom 50 (H): 0.1005, atom 51 (H): 0.4047, atom 52 (H): 0.4356, atom 53 (H): 0.3870, atom 54 (H): 0.2610


DFT (ωB97M-V with the def2-TZVPD basis set) results for a 3-piece molecular cluster, C12H29N4O4Si overall.

```
! wB97M-V def2-TZVPD RIJCOSX def2/J DEFGRID3
* xyz 1 1
Si 1.737 -0.024 -2.500
O -4.607 1.472 1.803
O -0.349 -2.038 1.724
O -2.426 -2.779 1.173
O 5.043 2.881 0.021
N -0.653 -1.243 -1.672
N -1.086 -2.709 -3.181
N 0.293 -1.188 -2.614
N 0.027 -2.061 -3.515
C 1.219 1.772 -2.554
C 2.884 -0.523 -3.878
C -2.037 -0.383 1.316
C -2.170 -3.459 -0.038
C 5.219 1.983 1.118
C -1.498 -1.793 1.433
C 6.330 2.435 2.045
C -1.504 -2.211 -2.044
C -2.676 -2.682 -1.292
C 2.473 -0.368 -0.811
C -6.067 0.857 3.659
C -4.916 1.719 3.180
H 1.678 -0.220 -0.084
H 6.445 1.749 2.885
H 7.281 2.488 1.510
H 3.372 -1.438 -3.561
H -2.661 -0.343 0.432
H -6.284 1.041 4.711
H 5.430 0.981 0.725
H -1.178 0.266 1.180
H 2.774 -1.411 -0.790
H -2.711 -4.392 -0.001
H -5.149 2.779 3.310
H 3.304 0.294 -0.618
H -3.197 -3.367 -1.943
H -3.310 -1.853 -1.010
H 3.597 0.258 -4.095
H 5.872 2.916 -0.464
H -5.832 -0.200 3.530
H -5.394 1.677 1.290
H -0.694 -0.677 -0.834
H -6.970 1.063 3.080
H -4.012 1.500 3.747
H -2.598 -0.085 2.188
H 4.268 1.948 1.649
H -1.119 -3.711 -0.150
H 2.308 -0.788 -4.759
H 0.161 1.955 -2.716
H 1.740 2.234 -3.383
H 6.118 3.431 2.432
H 1.523 2.247 -1.631
*
```

Output
* HOMO energy: -12.527 eV
* LUMO: -0.1450 Ha

For each atom in turn, the Mulliken charge in e is: atom 1 (Si): 0.1694, atom 2 (O): -0.4785, atom 3 (O): -0.5123, atom 4 (O): -0.3797, atom 5 (O): -0.5247, atom 6 (N): 0.0789, atom 7 (N): -0.6082, atom 8 (N): 0.8675, atom 9 (N): -0.3200, atom 10 (C): -1.0579, atom 11 (C): -1.0629, atom 12 (C): -0.7572, atom 13 (C): -0.5039, atom 14 (C): -0.0978, atom 15 (C): 0.5779, atom 16 (C): -1.1728, atom 17 (C): 0.3994, atom 18 (C): -0.6587, atom 19 (C): -0.6430, atom 20 (C): -0.9985, atom 21 (C): -0.2425, atom 22 (H): 0.2995, atom 23 (H): 0.3422, atom 24 (H): 0.3525, atom 25 (H): 0.3116, atom 26 (H): 0.3404, atom 27 (H): 0.3403, atom 28 (H): 0.2294, atom 29 (H): 0.3601, atom 30 (H): 0.3541, atom 31 (H): 0.3731, atom 32 (H): 0.2907, atom 33 (H): 0.0314, atom 34 (H): 0.3344, atom 35 (H): 0.3966, atom 36 (H): 0.3488, atom 37 (H): 0.2944, atom 38 (H): 0.2519, atom 39 (H): 0.2809, atom 40 (H): 0.2216, atom 41 (H): 0.3184, atom 42 (H): 0.2827, atom 43 (H): 0.1047, atom 44 (H): 0.2819, atom 45 (H): 0.4433, atom 46 (H): 0.3590, atom 47 (H): 0.3750, atom 48 (H): 0.3489, atom 49 (H): 0.2920, atom 50 (H): 0.3654


| no. | DFT total energy (eV) | maximum force (eV/Å) |
| --- | --- | --- |
| 1 | -61809.035 | 3.291 |
| 2 | -74525.042 | 1.992 |
| 3 | -73806.731 | 4.047 |
| 4 | -34935.401 | 2.335 |